{"formula": "C5H6O", "method": "the ωB97M-V functional and the def2-TZVPD basis", "elements": ["C", "C", "C", "C", "O", "C", "H", "H", "H", "H", "H", "H"], "coordinates": [[-1.15, 0.48, -0.10], [0.30, 0.94, -0.23], [1.08, 0.00, 0.67], [0.72, -0.48, -0.68], [0.17, -0.83, 1.38], [-0.54, -0.92, 0.11], [-1.78, 0.86, 0.71], [-1.65, 0.56, -1.06], [0.61, 1.97, -0.40], [2.07, 0.27, 1.03], [1.31, -1.03, -1.41], [-1.15, -1.82, -0.02]], "molar_mass_g_mol": 82.10, "homo_energy_ha": -0.34002, "e_above_lowest_kcal_mol": 70.8, "e_tot_ev": -7326.2156}